Record 1
{"formula": "C23H23PRuSb", "method": "wB97M-V/def2-TZVPD", "total_charge": 1, "s_squared": 6.015, "spin_multiplicity": 5, "homo_ev": [-9.074, -11.878], "elements": ["C", "C", "C", "C", "C", "Ru", "P", "H", "H", "H", "H", "H", "H", "H", "H", "C", "C", "C", "C", "C", "C", "Sb", "C", "C", "C", "C", "C", "C", "C", "C", "C", "C", "C", "C", "H", "H", "H", "H", "H", "H", "H", "H", "H", "H", "H", "H", "H", "H", "H"], "positions_angstrom": [[1.31, 0.16, -3.84], [0.29, 0.43, -4.83], [-0.73, -0.57, -4.69], [-0.41, -1.38, -3.54], [0.92, -1.00, -3.09], [-0.60, 0.57, -2.45], [-0.21, 2.73, -2.09], [2.21, 0.73, -3.67], [0.31, 1.23, -5.55], [-1.60, -0.69, -5.33], [1.52, -1.49, -2.33], [-0.99, -2.21, -3.13], [-1.14, 3.44, -1.26], [-0.26, 3.59, -3.21], [1.08, 3.03, -1.57], [-0.89, 3.30, 3.69], [0.31, 3.26, 2.95], [0.47, 2.35, 1.90], [-0.56, 1.45, 1.60], [-1.75, 1.48, 2.32], [-1.91, 2.40, 3.36], [-0.26, -0.02, -0.02], [1.84, -0.41, 0.53], [2.87, -0.24, -0.40], [4.20, -0.43, -0.01], [4.51, -0.69, 1.34], [3.47, -0.82, 2.28], [2.13, -0.70, 1.87], [-1.68, -1.59, 0.44], [-1.26, -2.77, 1.05], [-2.20, -3.77, 1.36], [-3.55, -3.57, 1.06], [-3.97, -2.38, 0.45], [-3.03, -1.39, 0.12], [-1.01, 4.01, 4.50], [1.12, 3.95, 3.19], [1.40, 2.35, 1.34], [-2.57, 0.80, 2.07], [-2.85, 2.42, 3.92], [2.65, 0.06, -1.42], [4.99, -0.37, -0.76], [5.54, -0.78, 1.66], [3.69, -1.01, 3.33], [1.33, -0.81, 2.61], [-0.20, -2.93, 1.27], [-1.87, -4.69, 1.84], [-4.28, -4.34, 1.31], [-5.02, -2.21, 0.21], [-3.35, -0.48, -0.38]]}

=====

Record 2
{"formula": "C23H24N2O5S", "method": "wB97M-V/def2-TZVPD", "total_charge": 0, "smiles": "CCOc1ccccc1N(CC(=O)Nc1cccc(OC)c1)S(=O)(=O)c1ccccc1", "e_above_lowest_kj_mol": 174.4, "homo_ev": -8.035, "elements": ["C", "C", "O", "C", "C", "C", "C", "C", "C", "N", "C", "C", "O", "N", "C", "C", "C", "C", "C", "O", "C", "C", "S", "O", "O", "C", "C", "C", "C", "C", "C", "H", "H", "H", "H", "H", "H", "H", "H", "H", "H", "H", "H", "H", "H", "H", "H", "H", "H", "H", "H", "H", "H", "H", "H"], "positions_angstrom": [[1.63, 1.27, -2.63], [1.13, 2.39, -1.73], [0.63, 1.80, -0.54], [-0.26, 2.50, 0.21], [-0.27, 3.88, 0.35], [-1.15, 4.48, 1.23], [-2.03, 3.72, 1.98], [-2.06, 2.35, 1.82], [-1.20, 1.73, 0.93], [-1.24, 0.36, 0.65], [-1.10, -0.66, 1.66], [0.15, -1.54, 1.46], [0.13, -2.70, 1.79], [1.20, -0.85, 0.97], [2.48, -1.30, 0.67], [2.86, -2.63, 0.78], [4.17, -2.99, 0.47], [5.08, -2.04, 0.06], [4.71, -0.70, -0.05], [5.68, 0.16, -0.45], [5.37, 1.53, -0.56], [3.40, -0.34, 0.26], [-1.51, -0.13, -0.93], [-1.79, 1.04, -1.70], [-0.47, -1.02, -1.36], [-3.02, -1.07, -0.72], [-2.96, -2.44, -0.58], [-4.13, -3.15, -0.36], [-5.34, -2.47, -0.29], [-5.39, -1.09, -0.43], [-4.22, -0.38, -0.64], [0.83, 0.55, -2.78], [2.47, 0.74, -2.18], [1.94, 1.68, -3.59], [0.33, 2.94, -2.22], [1.95, 3.08, -1.48], [0.42, 4.49, -0.22], [-1.15, 5.56, 1.34], [-2.71, 4.19, 2.68], [-2.77, 1.74, 2.37], [-1.02, -0.18, 2.64], [-1.98, -1.32, 1.68], [1.00, 0.09, 0.63], [2.15, -3.37, 1.10], [4.47, -4.02, 0.55], [6.10, -2.31, -0.19], [4.59, 1.70, -1.31], [6.29, 2.02, -0.87], [5.04, 1.94, 0.40], [3.08, 0.69, 0.20], [-2.00, -2.93, -0.64], [-4.10, -4.22, -0.25], [-6.26, -3.02, -0.13], [-6.33, -0.57, -0.38], [-4.21, 0.69, -0.76]]}

=====

Record 3
{"formula": "C23H24N2O5S2", "method": "wB97M-V/def2-TZVPD", "total_charge": 0, "smiles": "Cc1ccc(S(=O)(=O)c2nc(-c3ccccc3)oc2SCC(=O)NC[C@H]2CCCO2)cc1", "e_above_lowest_kj_mol": 160.2, "homo_ev": -7.928, "elements": ["C", "C", "C", "C", "C", "S", "O", "O", "C", "N", "C", "C", "C", "C", "C", "C", "C", "O", "C", "S", "C", "C", "O", "N", "C", "C", "C", "C", "C", "O", "C", "C", "H", "H", "H", "H", "H", "H", "H", "H", "H", "H", "H", "H", "H", "H", "H", "H", "H", "H", "H", "H", "H", "H", "H", "H"], "positions_angstrom": [[3.17, -2.81, 4.67], [2.56, -2.28, 3.41], [1.60, -3.03, 2.73], [1.02, -2.55, 1.56], [1.42, -1.33, 1.07], [0.63, -0.68, -0.39], [0.19, -1.78, -1.23], [1.50, 0.29, -1.01], [-0.78, 0.12, 0.33], [-0.56, 0.57, 1.59], [-1.68, 1.12, 1.98], [-1.93, 1.73, 3.26], [-0.93, 1.72, 4.23], [-1.16, 2.30, 5.47], [-2.39, 2.89, 5.74], [-3.38, 2.90, 4.78], [-3.16, 2.32, 3.54], [-2.64, 1.07, 1.03], [-2.07, 0.44, -0.03], [-3.11, 0.18, -1.38], [-1.94, -0.34, -2.65], [-0.88, 0.75, -2.88], [-0.85, 1.77, -2.23], [-0.05, 0.45, -3.89], [1.05, 1.28, -4.31], [2.19, 0.39, -4.83], [2.94, -0.37, -3.72], [2.46, -1.81, -3.89], [2.15, -1.86, -5.38], [1.64, -0.58, -5.71], [2.38, -0.57, 1.71], [2.94, -1.05, 2.88], [2.40, -3.18, 5.34], [3.74, -2.03, 5.18], [3.84, -3.63, 4.43], [1.29, -3.98, 3.13], [0.28, -3.12, 1.02], [0.02, 1.26, 4.00], [-0.38, 2.30, 6.22], [-2.56, 3.35, 6.70], [-4.34, 3.36, 4.99], [-3.93, 2.33, 2.79], [-1.45, -1.27, -2.34], [-2.53, -0.50, -3.55], [-0.14, -0.42, -4.39], [1.37, 1.88, -3.46], [0.71, 1.94, -5.12], [2.88, 1.03, -5.39], [4.01, -0.30, -3.88], [2.69, 0.02, -2.73], [1.56, -1.98, -3.29], [3.21, -2.54, -3.60], [3.07, -2.05, -5.96], [1.40, -2.60, -5.66], [2.66, 0.38, 1.29], [3.69, -0.46, 3.40]]}

=====

| no. | total energy (a.u.) |
| --- | --- |
| 1 | -1566.30697 |
| 2 | -1774.73846 |
| 3 | -2172.92490 |